DFT (ωB97M-V/def2-TZVPD) results for 2 unconnected molecules or ions with the total composition CH4NO3PS.

Each line ends with the natural charge from an NBO analysis.
Geometry (Å):
C: 0.10664 -1.54853 -1.70661  -0.8165
N: -1.44867 -1.42443 0.68639  -1.1707
O: -4.43867 0.15327 -1.26428  -1.1515
O: -4.94442 -0.76147 1.11081  -1.1396
O: -4.09677 1.62831 0.72124  -1.1544
P: -4.32336 0.27698 0.21471  2.4040
S: 0.03259 -1.01494 0.14749  0.2406
H: -0.37027 -0.73769 -2.29596  0.1857
H: -0.43012 -2.45259 -1.79410  0.1915
H: 1.14813 -1.68810 -2.03086  0.1598
H: -2.21534 -0.57825 0.60090  0.2510

E_HOMO = 0.6 eV
Spin multiplicity = 1
Charge = -2
Kohn-Sham gap = 5.50 eV

DFT (ωB97M-V/def2-TZVPD) results for a single CH4NOP molecule.

Each line ends with the natural charge from an NBO analysis.
Geometry (Å):
C: -0.20333 0.44424 0.45510  -0.6642
N: -0.90896 -0.53899 -0.27471  -0.8346
O: 1.88677 -0.81866 -0.39122  -0.9949
P: 1.57398 0.44855 0.29480  1.2940
H: -0.21981 -1.34681 -0.52867  0.3890
H: -1.23600 -0.13718 -1.19621  0.3656
H: -0.52634 1.42173 0.04446  0.2291
H: -0.36630 0.52713 1.59643  0.2160

E_HOMO = -9.0 eV
Spin multiplicity = 1
SMILES = NCP=O
Charge = 0
Kohn-Sham gap = 8.57 eV

DFT (ωB97M-V/def2-TZVPD) results for 2 unconnected molecules or ions with the total composition CH4NOP.

Each line ends with the natural charge from an NBO analysis.
Geometry (Å):
C: 0.05621 -1.00172 -0.51612  0.4197
N: 0.59538 -2.10662 -0.90408  -0.7449
O: -0.03850 -0.42087 0.65186  -0.6755
P: -0.88157 1.62253 1.51968  0.6844
H: -0.37532 -0.41742 -1.35069  0.0759
H: 0.71553 -2.01044 -1.89442  0.3389
H: 0.42673 1.63638 1.81761  -0.0425
H: -0.49846 2.69817 0.67617  -0.0560

E_HOMO (alpha / beta) = -8.9 / -8.9 eV
Spin multiplicity = 1
Charge = 0
Kohn-Sham gap (alpha / beta) = 6.26 / 6.27 eV